ORCA calculation (ωB97M-V with the def2-TZVPD basis set) on a cluster of 2 separate species, C5H8N3O3P in total in a non-equilibrium geometry.

```
20
Properties=species:S:1:pos:R:3:mulliken_charge:R:1
C -0.93 0.29 0.85 0.4676
C 2.91 -0.51 0.04 0.4720
C -1.12 0.70 -1.31 -0.5914
C -2.26 1.52 -0.61 -0.4868
C 2.86 -1.69 -0.86 -0.0024
N -0.63 -0.15 -0.27 -0.3121
N -1.86 1.30 0.78 -0.4106
N -0.63 -0.21 2.03 -0.4157
O 1.85 -0.68 0.91 -0.3799
O 3.60 0.49 -0.01 -0.5740
O 2.45 -2.86 -0.23 -0.3955
P 1.13 -1.84 -0.27 0.2641
H -1.66 0.10 -2.04 0.2801
H -0.38 1.32 -1.71 0.3725
H -2.32 2.49 -0.89 0.3458
H -3.28 1.01 -0.78 0.2373
H 3.36 -1.79 -1.84 0.3811
H -2.55 1.07 1.49 0.2974
H -0.05 -1.01 1.97 0.2368
H -0.50 0.45 2.75 0.2137
```

The LUMO energy is 0.224 eV. As for the orbital gap: 0.34198 Eh. As for the total charge: 0. For the energy, the calculation gives -25214.5163 eV. The calculation puts the HOMO energy at -9.08 eV.